(1)
C36H43Br3HfN7O2S as an isolated structure in a non-equilibrium geometry. Source: the OMol25 dataset; level of theory: ωB97M-V/def2-TZVPD.

XYZ file:
```
93
Properties=species:S:1:pos:R:3:lowdin_charge:R:1
Hf 0.06 0.73 -0.18 1.662
Br 3.52 -0.19 1.76 1.012
Br 3.13 6.81 -0.74 0.951
Br -4.14 6.02 -2.08 0.975
S -1.95 -0.75 -0.78 0.785
O 0.13 0.75 -2.41 -0.183
O 0.73 -1.11 0.24 -0.288
N -2.76 -3.17 -0.02 -0.078
N -0.54 -3.04 -0.05 0.144
N 0.90 2.93 0.22 -0.014
N -1.34 1.04 4.53 -0.150
N 2.57 0.86 -0.68 -0.054
N -1.55 2.37 -0.90 -0.022
N -0.70 0.74 2.09 -0.242
C 0.96 5.04 -0.81 -0.027
C 4.26 -4.65 -0.03 -0.031
C -1.09 3.65 -0.89 -0.196
C 0.08 1.10 4.38 -0.144
C 1.89 -4.51 0.55 0.007
C 0.22 0.15 -3.51 -0.388
C 3.04 -2.65 -0.47 -0.080
C -1.96 2.12 3.75 -0.113
C 2.80 4.33 0.52 -0.057
C 5.14 1.21 -1.71 -0.011
C 3.65 0.48 0.05 -0.756
C 2.79 1.49 -1.84 -0.141
C 0.63 -2.44 0.08 -0.332
C -2.59 -4.58 0.38 -0.197
C 2.25 5.25 -0.31 -0.672
C -1.74 -2.39 -0.22 -0.636
C 4.93 0.64 -0.46 -0.081
C 0.32 0.91 -4.79 0.041
C 0.49 1.11 2.91 -0.172
C 0.32 3.87 -0.51 -0.229
C -3.13 4.58 -1.65 -0.710
C 4.05 1.71 -2.39 -0.019
C -1.71 1.85 2.25 -0.142
C 2.09 3.18 0.80 -0.104
C -4.81 -2.17 1.01 -0.055
C -1.84 4.76 -1.22 -0.045
C 4.25 -3.34 -0.48 -0.056
C -3.66 3.30 -1.69 -0.037
C 3.08 -5.22 0.46 -0.030
C -1.84 -0.22 4.06 -0.136
C 0.41 -1.32 -3.50 0.035
C -2.83 2.21 -1.31 -0.101
C -4.19 -2.72 -0.25 -0.190
C 1.88 -3.20 0.07 -0.166
C -2.20 -5.50 -0.73 -0.062
C -1.33 -0.49 2.62 -0.148
H -4.19 -2.02 -1.07 0.083
H 1.91 1.88 -2.38 0.108
H 1.02 -4.98 0.91 0.104
H -3.05 2.20 3.93 0.145
H 5.15 -5.25 -0.11 0.121
H 1.31 -1.48 -4.11 0.128
H -4.61 -2.79 1.86 0.076
H -1.51 -1.02 4.74 0.144
H -3.24 1.21 -1.23 0.042
H 5.20 -2.90 -0.86 0.129
H -2.99 -5.52 -1.50 0.094
H 0.47 1.95 4.93 0.137
H 0.47 -1.76 -2.52 0.065
H 3.13 -6.23 0.87 0.125
H 1.28 0.72 -5.29 0.125
H -4.42 -1.15 1.18 0.062
H 6.16 1.35 -2.11 0.142
H 2.46 2.36 1.42 0.079
H -2.09 -6.50 -0.36 0.081
H -2.94 -0.11 4.09 0.141
H -0.63 -1.27 2.57 0.106
H 4.28 2.30 -3.33 0.153
H 3.82 4.46 0.90 0.138
H -4.67 3.03 -1.95 0.127
H -1.83 -4.53 1.19 0.127
H -4.68 -3.62 -0.61 0.130
H -1.48 3.06 4.05 0.133
H 1.30 0.42 2.72 0.014
H -1.29 2.73 1.78 0.095
H 0.54 0.21 4.82 0.139
H -0.45 0.61 -5.47 0.110
H 2.98 -1.66 -0.95 0.097
H 0.75 2.11 2.54 0.094
H 5.76 0.34 0.20 0.126
H 0.54 5.84 -1.38 0.113
H -2.62 1.60 1.73 0.114
H -1.25 -5.18 -1.18 0.077
H 0.25 1.95 -4.60 0.085
H -5.90 -2.09 0.86 0.105
H -2.19 -0.81 2.02 0.085
H -0.41 -1.79 -4.02 0.114
H -1.42 5.75 -1.13 0.121
H -3.57 -4.94 0.78 0.147
```

Summary:
energy above the lowest of the compared OMol25 structures with the same formula, charge and spin: 0.0 kJ/mol
charge: +3
electronic energy: -274806.017 eV
strongest force on any atom: 2.3 eV/A
Kohn-Sham gap: 0.2519 hartree
HOMO: -15.56 eV
LUMO level: -8.71 eV

---

(2)
C36H43ClIKN8O5 as an isolated structure. Source: the OMol25 dataset; level of theory: ωB97M-V/def2-TZVPD.

XYZ file:
```
95
Properties=species:S:1:pos:R:3:lowdin_charge:R:1
I -1.80 0.58 -6.38 0.834
K 0.22 1.15 0.24 0.793
Cl 3.61 0.55 -7.69 0.559
O 0.04 -1.03 -3.89 -0.021
O -4.09 2.58 0.21 0.111
O -2.02 2.07 -0.35 -0.002
O -1.73 -2.34 -1.44 -0.103
O -0.70 3.11 2.10 -0.106
N 1.38 -1.16 -0.74 0.006
N 0.28 -2.02 2.03 -0.195
N -6.87 3.75 2.21 0.114
N -7.52 1.78 3.23 0.132
N -2.18 0.54 2.18 0.077
N 2.37 0.80 -2.71 0.101
N -6.71 1.80 0.99 0.035
N 1.41 1.31 2.85 0.002
C -3.08 0.44 1.02 -0.291
C -7.03 2.36 2.07 -0.538
C 1.12 0.67 -6.59 -0.262
C -4.47 0.02 1.51 -0.149
C 0.16 0.72 -5.60 -0.593
C -3.03 1.75 0.21 -0.475
C -6.86 0.37 0.76 -0.227
C 0.80 5.63 5.03 -0.155
C -0.86 5.11 3.35 -0.037
C 1.68 2.31 3.60 -0.134
C -2.90 -0.54 -2.46 -0.087
C 2.52 -2.63 0.99 -0.182
C 2.35 -2.22 -0.47 -0.230
C 0.48 0.39 -4.20 -0.333
C 2.34 0.21 2.91 -0.255
C 3.65 0.85 -2.39 -0.183
C -1.07 -2.55 1.87 -0.092
C 0.62 -1.45 -1.71 -0.103
C -2.82 0.77 -3.04 -0.199
C -0.24 3.86 3.00 -0.405
C 2.94 0.54 -5.03 -0.199
C -1.77 -1.26 -2.12 -0.403
C -5.50 -0.21 0.40 -0.175
C 1.22 -3.08 1.65 -0.207
C 0.47 -1.56 3.40 -0.225
C 1.98 0.60 -3.97 -0.110
C -1.68 1.43 -3.24 -0.192
C 2.47 0.53 -6.35 -0.657
C -0.34 0.84 -2.94 -0.160
C 1.84 -0.98 3.74 -0.172
C -0.36 5.95 4.31 -0.139
C 4.31 0.55 -4.66 -0.067
C 0.94 3.54 3.77 -0.152
C -0.40 -0.68 -2.55 -0.276
C 1.42 4.43 4.74 -0.098
C 4.66 0.70 -3.34 -0.101
H -1.19 -3.50 2.42 0.085
H 5.70 0.71 -3.04 0.085
H -8.17 2.37 3.74 0.086
H 2.32 4.15 5.28 0.092
H -4.92 2.17 0.50 0.043
H -3.87 -0.98 -2.23 0.077
H -2.71 -0.32 0.33 0.138
H 0.29 -2.40 4.10 0.114
H 3.32 -1.87 -0.85 0.108
H 1.19 6.30 5.78 0.072
H 0.71 -3.73 0.93 0.120
H -1.79 -1.84 2.28 0.059
H 0.24 1.48 -2.29 0.085
H -5.59 -1.28 0.18 0.117
H -1.69 2.43 -3.66 0.096
H -0.88 6.88 4.51 0.084
H -7.56 0.23 -0.07 0.111
H 2.09 -3.12 -1.04 0.109
H -1.76 5.37 2.78 0.098
H -4.32 -0.89 2.09 0.111
H -5.16 0.25 -0.53 0.105
H -1.29 -2.70 0.81 0.070
H 0.80 0.75 -7.62 0.056
H -3.75 1.26 -3.31 0.097
H 2.59 2.26 4.22 0.110
H -7.81 0.82 3.16 0.069
H 1.80 -0.67 4.79 0.109
H 5.06 0.46 -5.43 0.068
H -4.82 0.77 2.23 0.109
H -6.40 3.99 3.07 0.089
H 2.53 -0.11 1.88 0.081
H -7.27 -0.17 1.62 0.095
H 3.02 -1.86 1.57 0.070
H 1.44 -3.71 2.53 0.115
H 3.31 0.52 3.34 0.105
H -1.24 0.27 1.94 0.000
H 0.68 -2.44 -2.18 0.129
H 3.89 1.02 -1.34 0.090
H -6.36 4.11 1.41 0.090
H 2.60 -1.78 3.69 0.097
H 3.20 -3.49 0.99 0.109
H -0.29 -0.80 3.59 0.101
H -2.08 1.51 2.49 0.068
```

Summary:
energy above the lowest of the compared OMol25 structures with the same formula, charge and spin: 0.0 kJ/mol
charge: -2
electronic energy: -97136.746 eV
strongest force on any atom: 0.6 eV/A
Kohn-Sham gap: 0.1600 hartree
HOMO: -0.78 eV
LUMO level: 3.58 eV

---

- What is the HOMO in the first record?
  -15.56 eV

---

- Which of these has the lowest charge?
  C36H43ClIKN8O5

---

- charge of number 2 (C36H43ClIKN8O5)?
  -2